Record 1
C59H49Br2F4NO22P2S | ωB97M-V/def2-TZVPD

Its HOMO-LUMO gap is 7.13 eV. The SMILES is CC[C@@H](Br)[C@]1(P(C)O)C(=O)O[C@](P(N)O)(S(=O)(=O)F)[C@@]1(Br)CCC(F)(F)F.O=C1C=CC(=O)C=C1.O=C1C=CC(=O)C=C1.O=C1C=CC(=O)C=C1.O=C1C=CC(=O)C=C1.O=C1C=CC(=O)C=C1.O=C1C=CC(=O)C=C1.O=C1C=CC(=O)C=C1.O=C1C=CC(=O)C=C1.

XYZ file:
```
140
Properties=species:S:1:pos:R:3:lowdin_charge:R:1
C 5.65 0.83 -1.12 -0.13
C 5.12 -0.62 -0.60 -0.32
C 3.99 -1.13 -1.65 -0.63
Br 5.01 -1.69 -3.28 0.75
C 2.99 -2.23 -1.07 -0.47
P 4.05 -3.17 0.21 0.99
C 5.51 -4.01 -0.70 -0.25
O 3.22 -4.51 0.91 -0.35
C 2.39 -3.40 -1.95 -0.45
O 2.70 -3.96 -3.00 0.09
O 1.23 -3.85 -1.19 -0.12
C 0.62 -2.84 -0.31 -0.55
P 0.31 -3.35 1.54 0.96
N 0.41 -5.12 1.65 -0.15
O 1.54 -2.74 2.55 -0.33
S -1.15 -2.87 -0.94 0.75
O -1.93 -1.63 -0.63 -0.32
O -1.81 -3.98 -0.13 -0.37
F -1.28 -3.38 -2.53 -0.21
C 1.57 -1.60 -0.61 -0.56
Br 0.78 -0.89 -2.34 0.93
C 1.68 -0.37 0.39 -0.18
C 0.30 0.34 0.76 -0.07
C 0.48 1.86 1.26 -0.39
F 1.81 2.24 1.44 0.08
F -0.12 2.71 0.27 0.04
F -0.25 2.10 2.45 0.05
H 6.73 0.90 -0.75 0.09
H 5.09 1.64 -0.53 0.08
H 5.55 0.96 -2.25 0.05
H 6.04 -1.28 -0.58 0.07
H 4.69 -0.40 0.44 0.10
H 3.48 -0.14 -1.96 0.06
H 6.49 -3.45 -0.56 0.05
H 5.66 -5.05 -0.23 0.06
H 5.23 -4.19 -1.79 0.03
H 3.23 -5.25 0.26 0.07
H 1.17 -5.38 2.31 0.04
H -0.49 -5.46 2.02 0.02
H 2.07 -3.48 2.93 0.05
H 2.25 -0.59 1.36 0.13
H 2.32 0.43 -0.15 0.12
H -0.46 0.39 -0.09 0.10
H -0.16 -0.24 1.64 0.13
C -3.35 -10.05 2.39 0.03
C -2.88 -9.09 3.19 0.03
C -2.79 -7.69 2.73 -0.38
O -2.37 -6.81 3.46 0.10
C -3.24 -7.39 1.35 0.03
C -3.70 -8.35 0.55 0.03
C -3.79 -9.75 1.01 -0.36
O -4.22 -10.63 0.28 0.08
H -3.42 -11.08 2.71 0.13
H -2.55 -9.29 4.20 0.12
H -3.17 -6.36 1.03 0.12
H -4.03 -8.15 -0.46 0.13
C -7.55 -11.16 0.71 0.02
C -6.68 -12.10 0.32 0.02
C -7.07 -13.52 0.24 -0.38
O -6.28 -14.37 -0.11 0.11
C -8.46 -13.86 0.60 0.02
C -9.33 -12.93 0.99 0.02
C -8.94 -11.50 1.07 -0.39
O -9.73 -10.65 1.42 0.10
H -7.28 -10.11 0.78 0.12
H -5.66 -11.86 0.06 0.08
H -8.73 -14.91 0.53 0.12
H -10.35 -13.16 1.25 0.12
C 1.24 1.84 -5.82 0.03
C 2.10 1.58 -4.83 0.01
C 2.56 2.64 -3.91 -0.36
O 3.35 2.40 -3.01 0.07
C 2.03 4.00 -4.12 0.03
C 1.17 4.27 -5.11 0.03
C 0.71 3.21 -6.03 -0.41
O -0.08 3.45 -6.92 0.10
H 0.90 1.08 -6.50 0.13
H 2.50 0.59 -4.66 0.10
H 2.38 4.77 -3.44 0.12
H 0.77 5.26 -5.27 0.13
C -0.31 4.48 4.62 0.00
C -1.64 4.44 4.71 0.01
C -2.38 5.44 5.50 -0.38
O -3.59 5.41 5.59 0.07
C -1.59 6.49 6.18 0.03
C -0.26 6.53 6.09 0.03
C 0.48 5.53 5.29 -0.38
O 1.69 5.56 5.21 0.11
H 0.25 3.75 4.04 0.11
H -2.23 3.68 4.22 0.13
H -2.15 7.22 6.76 0.13
H 0.33 7.29 6.58 0.12
C 2.47 3.54 -8.93 0.03
C 2.14 4.48 -9.80 0.04
C 2.53 4.38 -11.23 -0.39
O 2.23 5.25 -12.03 0.11
C 3.30 3.19 -11.64 0.02
C 3.63 2.24 -10.76 0.02
C 3.24 2.34 -9.34 -0.38
O 3.53 1.48 -8.53 0.10
H 2.19 3.59 -7.88 0.09
H 1.57 5.36 -9.52 0.13
H 3.58 3.13 -12.68 0.12
H 4.19 1.36 -11.04 0.12
C -0.35 6.08 0.56 0.03
C -1.12 6.01 1.64 0.04
C -2.13 7.05 1.94 -0.36
O -2.84 6.99 2.93 0.11
C -2.25 8.17 0.98 0.03
C -1.48 8.24 -0.11 0.02
C -0.47 7.20 -0.40 -0.38
O 0.23 7.26 -1.39 0.10
H 0.40 5.33 0.33 0.11
H -1.04 5.20 2.35 0.09
H -3.00 8.92 1.20 0.12
H -1.55 9.05 -0.82 0.12
C -6.67 4.33 7.31 0.03
C -5.40 3.97 7.46 0.03
C -4.97 3.10 8.58 -0.38
O -3.81 2.78 8.72 0.10
C -6.01 2.65 9.53 0.02
C -7.29 3.01 9.38 0.02
C -7.72 3.88 8.25 -0.39
O -8.88 4.20 8.12 0.10
H -7.00 4.96 6.49 0.12
H -4.62 4.29 6.77 0.08
H -5.68 2.02 10.34 0.12
H -8.06 2.69 10.06 0.12
C 5.37 5.62 -0.96 0.03
C 5.59 4.64 -1.84 0.02
C 6.97 4.28 -2.25 -0.39
O 7.17 3.39 -3.05 0.10
C 8.08 5.05 -1.66 0.02
C 7.86 6.03 -0.79 0.02
C 6.49 6.39 -0.37 -0.39
O 6.28 7.29 0.43 0.11
H 4.37 5.90 -0.64 0.12
H 4.79 4.07 -2.28 0.09
H 9.08 4.78 -1.98 0.12
H 8.66 6.61 -0.35 0.12
```

Record 2
C59H51AgAsN6O2P2S | ωB97M-V/def2-TZVPD

Its HOMO-LUMO gap is 5.53 eV. For the relative energy (zero: lowest compared OMol25 entry of this formula, charge and spin), the calculation gives 125.6 kJ/mol. The net charge is -1.

XYZ file:
```
123
Properties=species:S:1:pos:R:3:lowdin_charge:R:1
Ag -0.70 0.20 0.45 0.58
S -3.88 -1.78 -0.72 0.55
C -4.28 -3.12 0.30 -0.75
C -5.54 -3.74 0.26 -0.14
C -5.78 -4.89 0.99 -0.12
C -4.78 -5.44 1.79 -0.13
C -3.55 -4.80 1.88 -0.13
C -3.29 -3.65 1.16 -0.42
As -1.59 -2.65 1.15 1.26
C -0.97 -3.23 -0.61 -0.43
C -1.24 -4.50 -1.10 -0.11
C -0.87 -4.85 -2.39 -0.09
C -0.22 -3.92 -3.20 -0.10
C 0.07 -2.66 -2.71 -0.08
C -0.31 -2.32 -1.42 -0.16
C -0.63 -3.96 2.27 -0.41
C 0.38 -4.80 1.80 -0.11
C 1.03 -5.68 2.65 -0.09
C 0.68 -5.75 3.99 -0.11
C -0.32 -4.91 4.47 -0.10
C -0.96 -4.03 3.62 -0.16
H -6.30 -3.32 -0.38 0.09
H -6.74 -5.39 0.91 0.09
H -4.97 -6.36 2.33 0.08
H -2.79 -5.24 2.52 0.08
H -1.74 -5.23 -0.47 0.11
H -1.09 -5.84 -2.78 0.10
H 0.05 -4.19 -4.22 0.09
H 0.59 -1.93 -3.32 0.09
H -0.08 -1.32 -1.03 0.04
H 0.67 -4.74 0.75 0.09
H 1.81 -6.33 2.26 0.10
H 1.19 -6.44 4.65 0.09
H -0.60 -4.96 5.52 0.10
H -1.74 -3.38 4.00 0.11
C -2.25 3.71 0.81 -0.20
N -1.94 3.20 -0.55 -0.53
P -2.68 1.64 -0.80 1.00
C -2.82 1.61 -2.64 -0.37
C -3.07 0.38 -3.25 -0.11
C -3.27 0.32 -4.62 -0.08
C -3.22 1.47 -5.39 -0.10
C -2.96 2.69 -4.78 -0.08
C -2.76 2.76 -3.42 -0.10
C -4.44 2.14 -0.55 -0.34
C -5.38 1.24 -0.06 -0.10
C -6.70 1.63 0.13 -0.08
C -7.09 2.93 -0.15 -0.10
C -6.16 3.84 -0.64 -0.09
C -4.85 3.45 -0.85 -0.11
P -0.17 2.99 -0.48 1.06
C 0.18 4.81 -0.48 -0.38
C -0.43 5.67 -1.40 -0.10
C -0.18 7.03 -1.37 -0.08
C 0.69 7.55 -0.41 -0.10
C 1.30 6.71 0.50 -0.09
C 1.04 5.34 0.47 -0.09
C 0.41 2.65 -2.20 -0.33
C 1.33 3.48 -2.83 -0.09
C 1.89 3.14 -4.05 -0.09
C 1.52 1.96 -4.67 -0.09
C 0.65 1.09 -4.04 -0.07
C 0.15 1.41 -2.79 -0.13
H -3.31 3.60 1.04 0.06
H -2.01 4.77 0.85 0.08
H -1.67 3.19 1.59 0.06
H -3.10 -0.52 -2.66 0.00
H -3.48 -0.64 -5.09 0.10
H -3.40 1.42 -6.46 0.09
H -2.92 3.59 -5.38 0.10
H -2.55 3.71 -2.95 0.08
H -5.08 0.22 0.14 0.01
H -7.42 0.92 0.50 0.10
H -8.12 3.24 0.01 0.09
H -6.46 4.86 -0.86 0.10
H -4.14 4.16 -1.24 0.10
H -1.09 5.24 -2.14 0.10
H -0.65 7.69 -2.08 0.10
H 0.90 8.61 -0.40 0.10
H 1.97 7.12 1.25 0.10
H 1.52 4.68 1.18 0.09
H 1.64 4.41 -2.36 0.09
H 2.62 3.80 -4.51 0.10
H 1.94 1.71 -5.64 0.10
H 0.39 0.15 -4.50 0.10
H -0.45 0.68 -2.26 0.05
C 2.65 2.64 3.29 -0.04
N 2.79 2.05 1.98 -0.06
C 3.98 2.05 1.30 -0.09
C 4.10 1.46 0.10 0.00
C 2.93 0.80 -0.50 -0.53
O 3.01 0.18 -1.56 -0.01
N 1.76 0.88 0.20 0.09
C 1.68 1.41 1.42 -0.63
O 0.63 1.41 2.09 -0.12
H 3.57 3.17 3.55 0.08
H 2.44 1.88 4.04 0.09
H 1.81 3.34 3.30 0.08
H 4.81 2.54 1.79 0.11
H 5.04 1.45 -0.43 0.10
C 2.43 -2.00 3.41 -0.04
C 1.33 -1.54 2.72 -0.17
N 1.26 -1.53 1.39 0.02
C 2.32 -1.94 0.71 -0.09
C 3.49 -2.41 1.30 -0.19
C 3.51 -2.47 2.69 -0.03
C 4.58 -2.90 0.46 -0.02
C 5.90 -2.81 0.67 -0.04
C 6.61 -1.99 1.65 -0.27
C 7.92 -2.31 2.02 -0.02
C 8.58 -1.45 2.87 -0.15
N 8.01 -0.33 3.34 0.07
C 6.76 -0.13 2.94 -0.21
N 6.04 -0.88 2.13 0.15
H 2.43 -2.02 4.50 0.10
H 0.44 -1.19 3.23 0.10
H 2.26 -1.87 -0.38 0.11
H 4.37 -2.90 3.20 0.11
H 4.25 -3.41 -0.44 0.12
H 6.55 -3.36 0.00 0.10
H 8.40 -3.21 1.66 0.11
H 9.60 -1.63 3.19 0.10
H 6.28 0.77 3.32 0.10
```

Record 3
C59H55BrMoN3O3P2S3Te | ωB97M-V/def2-TZVPD

Its HOMO-LUMO gap (alpha / beta) is 6.38 / 6.91 eV. For the relative energy (zero: lowest compared OMol25 entry of this formula, charge and spin), the calculation gives 62.1 kJ/mol. The net charge is +2. The spin multiplicity is 2.

XYZ file:
```
128
Properties=species:S:1:pos:R:3:lowdin_charge:R:1
Mo -0.46 -0.14 0.37 1.22
S -1.97 1.65 -0.30 0.44
P -0.99 2.62 1.21 0.54
C 0.29 1.49 1.44 -0.66
P 1.83 1.60 0.67 0.54
S 1.89 -0.19 -0.30 0.50
C 1.98 2.89 -0.57 -0.35
C 1.38 2.71 -1.81 -0.11
C 1.45 3.71 -2.77 -0.06
C 2.12 4.89 -2.49 -0.05
C 2.72 5.07 -1.25 -0.05
C 2.65 4.08 -0.29 -0.08
C 3.19 1.80 1.82 -0.35
C 4.50 1.89 1.35 -0.08
C 5.55 2.00 2.25 -0.05
C 5.29 2.03 3.61 -0.05
C 3.99 1.94 4.08 -0.06
C 2.94 1.82 3.19 -0.08
C -2.00 2.86 2.69 -0.38
C -1.39 2.85 3.94 -0.11
C -2.13 3.20 5.07 -0.07
C -3.47 3.53 4.94 -0.06
C -4.08 3.53 3.68 -0.06
C -3.34 3.20 2.56 -0.08
C -0.59 4.30 0.75 -0.34
C 0.08 5.09 1.70 -0.08
C 0.29 6.43 1.45 -0.06
C -0.18 7.00 0.27 -0.05
C -0.83 6.22 -0.67 -0.06
C -1.04 4.87 -0.43 -0.09
H 0.85 1.79 -2.03 0.05
H 0.98 3.56 -3.73 0.11
H 2.19 5.67 -3.24 0.12
H 3.25 5.99 -1.03 0.12
H 3.12 4.23 0.67 0.11
H 4.71 1.87 0.29 0.12
H 6.56 2.07 1.89 0.12
H 6.11 2.12 4.31 0.12
H 3.79 1.97 5.15 0.11
H 1.92 1.74 3.54 0.08
H -0.35 2.59 4.04 0.09
H -1.66 3.22 6.04 0.11
H -4.05 3.80 5.81 0.11
H -5.12 3.80 3.58 0.12
H -3.81 3.21 1.59 0.11
H 0.43 4.66 2.63 0.11
H 0.80 7.04 2.18 0.11
H -0.02 8.06 0.08 0.12
H -1.19 6.67 -1.59 0.12
H -1.55 4.27 -1.17 0.09
C -7.17 -5.52 -2.22 -0.03
C -5.80 -5.08 -1.82 -0.24
C -4.69 -5.35 -2.61 0.01
C -3.41 -4.94 -2.27 -0.30
C -2.28 -5.28 -3.20 -0.08
C -3.27 -4.24 -1.06 -0.32
Te -1.27 -4.02 -0.52 1.98
N -0.80 -2.31 0.54 -0.29
C 0.23 -2.37 1.36 -0.64
O 0.37 -1.27 2.00 -0.24
C 1.20 -3.46 1.49 -0.22
C 1.47 -3.99 2.75 -0.02
C 2.38 -5.02 2.88 -0.04
C 3.04 -5.51 1.76 -0.05
C 2.80 -4.96 0.51 -0.05
C 1.88 -3.93 0.37 -0.08
C -1.42 -5.17 1.26 -0.34
C -1.61 -4.62 2.52 -0.13
C -1.71 -5.45 3.62 -0.07
C -1.61 -6.82 3.46 -0.05
C -1.42 -7.36 2.20 -0.02
C -1.32 -6.54 1.07 -0.29
C -1.16 -7.18 -0.27 -0.07
C -4.35 -3.90 -0.25 -0.27
C -4.26 -3.06 0.97 -0.07
C -5.61 -4.34 -0.65 0.01
H -7.13 -6.20 -3.07 0.08
H -7.79 -4.67 -2.50 0.09
H -7.67 -6.03 -1.40 0.09
H -4.83 -5.90 -3.53 0.13
H -2.70 -5.58 -4.17 0.09
H -1.68 -6.12 -2.85 0.07
H -1.62 -4.44 -3.39 0.06
H 0.96 -3.60 3.62 0.12
H 2.57 -5.45 3.85 0.12
H 3.76 -6.31 1.86 0.12
H 3.34 -5.32 -0.35 0.12
H 1.71 -3.48 -0.60 0.10
H -1.69 -3.55 2.66 0.09
H -1.87 -5.03 4.60 0.11
H -1.68 -7.48 4.32 0.12
H -1.34 -8.43 2.08 0.12
H -0.82 -8.21 -0.17 0.09
H -0.42 -6.68 -0.91 0.06
H -2.11 -7.20 -0.82 0.09
H -3.27 -2.64 1.15 -0.02
H -4.56 -3.62 1.86 0.10
H -4.93 -2.20 0.87 0.09
H -6.46 -4.09 -0.04 0.13
C -4.52 -0.26 4.37 -0.03
N -3.09 -0.29 4.58 -0.14
C -2.53 -0.30 5.92 -0.08
C -1.01 -0.29 5.67 -0.10
N -0.94 -0.36 4.22 0.06
C -2.14 -0.32 3.65 -0.66
S -2.52 -0.25 1.98 0.74
H -4.95 0.56 4.96 0.10
H -4.97 -1.20 4.69 0.10
H -4.74 -0.08 3.32 0.06
H -2.86 -1.20 6.46 0.13
H -2.88 0.58 6.47 0.12
H -0.51 -1.14 6.13 0.12
H -0.55 0.63 6.04 0.11
H -0.09 -0.37 3.66 0.11
Br -2.44 -2.12 -7.51 0.79
C -1.34 -1.32 -6.21 -0.68
C -0.27 -0.53 -6.61 -0.10
C 0.54 0.07 -5.66 -0.05
C 0.28 -0.12 -4.31 -0.01
C -0.79 -0.91 -3.92 -0.12
C -1.60 -1.52 -4.87 -0.06
C -1.09 -1.17 -2.48 -0.53
O -1.76 -2.15 -2.14 -0.11
O -0.60 -0.31 -1.65 -0.36
H -0.07 -0.38 -7.67 0.11
H 1.38 0.67 -5.97 0.11
H 0.92 0.32 -3.56 0.09
H -2.44 -2.13 -4.56 0.11
```

Question: Which formula does entry 3 have?
Answer: C59H55BrMoN3O3P2S3Te